1.
{"formula": "C3H3Cl3S2", "method": "wB97M-V/def2-TZVPD", "symbols": ["C", "C", "C", "S", "S", "Cl", "Cl", "Cl", "H", "H", "H"], "xyz": [[1.189, -0.810, -0.066], [-0.162, 0.727, -0.598], [-1.479, 0.384, 0.126], [1.180, -2.243, -0.792], [2.226, -0.243, 1.107], [-2.675, 1.795, -0.125], [-2.223, -0.902, -0.809], [-1.350, 0.145, 1.779], [0.481, 1.554, -0.345], [-0.275, 0.733, -1.780], [3.088, -1.138, 1.504]], "lowdin_charge": [-1.221, -0.226, -1.686, 0.609, 0.748, 0.474, 0.587, 0.671, 0.051, 0.124, -0.131], "fmax_ha_per_bohr": 0.068, "lumo_ha": -0.014, "gap_ev": 8.27, "homo_ev": -8.66, "energy_ev": -62394.393, "e_above_lowest_ev": 2.416, "total_charge": 0}

---

2.
{"formula": "C5H11NO", "method": "wB97M-V/def2-TZVPD", "symbols": ["C", "C", "N", "C", "C", "C", "O", "H", "H", "H", "H", "H", "H", "H", "H", "H", "H", "H"], "xyz": [[-1.758, 0.270, -0.981], [-1.476, -0.449, 0.321], [-0.030, -0.469, 0.515], [0.444, 0.202, 1.710], [0.662, -0.422, -0.691], [2.050, 0.150, -0.732], [0.251, -1.036, -1.669], [-2.855, 0.437, -1.032], [-1.473, -0.186, -1.910], [-0.766, 0.976, -0.985], [-1.936, -1.439, 0.407], [-1.918, 0.169, 1.119], [-0.133, -0.157, 2.570], [1.492, -0.044, 1.892], [0.333, 1.298, 1.662], [2.303, 0.406, -1.763], [2.661, -0.707, -0.436], [2.260, 0.993, -0.073]], "lowdin_charge": [-0.089, -0.223, -0.133, -0.071, -0.550, 0.001, 0.016, 0.090, 0.045, 0.145, 0.121, 0.115, 0.091, 0.084, 0.097, 0.091, 0.097, 0.072], "fmax_ha_per_bohr": 0.070, "lumo_ha": 0.033, "gap_ev": 10.15, "homo_ev": -9.26, "energy_ev": -8899.625, "e_above_lowest_ev": 2.072, "smiles": "CCN(C)C(C)=O", "total_charge": 0}

---

3.
{"formula": "C19H35N3P", "method": "wB97M-V/def2-TZVPD", "symbols": ["C", "N", "C", "C", "C", "C", "C", "C", "C", "C", "H", "H", "H", "H", "H", "H", "H", "H", "H", "H", "H", "H", "C", "C", "C", "C", "N", "C", "C", "N", "C", "C", "C", "C", "P", "H", "H", "H", "H", "H", "H", "H", "H", "H", "H", "H", "H", "H", "H", "H", "H", "H", "H", "H", "H", "H", "H", "H"], "xyz": [[3.710, 0.546, -0.758], [2.941, -0.654, -0.924], [3.183, -1.357, -2.186], [2.024, -0.984, 0.031], [1.883, -2.505, 0.265], [2.753, -3.503, -0.232], [2.429, -4.844, -0.092], [1.280, -5.241, 0.559], [0.429, -4.290, 1.142], [0.779, -2.913, 1.006], [4.238, 0.795, -1.676], [3.173, 1.454, -0.380], [4.462, 0.311, -0.011], [3.354, -0.660, -3.038], [4.159, -1.857, -2.029], [2.465, -2.112, -2.452], [2.187, -0.484, 1.026], [3.714, -3.218, -0.653], [3.143, -5.632, -0.511], [0.978, -6.315, 0.633], [-0.460, -4.558, 1.687], [0.186, -2.140, 1.522], [-4.087, -0.845, 1.013], [-2.928, -0.743, -0.006], [-2.139, -2.058, 0.020], [-3.437, -0.496, -1.422], [-2.053, 0.295, 0.423], [-2.289, 1.041, 1.681], [-1.405, 2.322, 1.657], [-0.650, 2.342, 0.378], [0.001, 3.516, -0.071], [-0.269, 4.647, 0.949], [-0.460, 3.918, -1.475], [1.504, 3.230, -0.089], [-0.880, 0.973, -0.569], [0.999, -0.560, -0.298], [-4.728, 0.067, 1.022], [-4.719, -1.707, 0.686], [-3.692, -1.068, 2.036], [-1.234, -1.978, -0.602], [-1.852, -2.293, 1.059], [-2.787, -2.870, -0.339], [-2.618, -0.441, -2.152], [-4.111, -1.326, -1.685], [-4.017, 0.438, -1.481], [-3.386, 1.342, 1.710], [-2.010, 0.382, 2.574], [-2.071, 3.245, 1.678], [-0.663, 2.311, 2.528], [0.115, 4.355, 1.962], [0.319, 5.534, 0.594], [-1.346, 4.941, 0.994], [-0.257, 3.133, -2.219], [-1.542, 4.146, -1.493], [0.082, 4.839, -1.759], [1.760, 2.565, -0.923], [2.051, 4.184, -0.194], [1.791, 2.781, 0.882]], "lowdin_charge": [-0.074, -0.281, -0.067, -0.211, -0.183, -0.048, -0.090, -0.098, -0.064, -0.084, 0.088, 0.054, 0.090, 0.093, 0.085, 0.083, 0.146, 0.100, 0.136, 0.120, 0.096, 0.098, -0.043, -0.683, -0.047, -0.057, -0.271, -0.149, -0.147, -0.276, -0.693, -0.047, -0.053, -0.055, 1.271, 0.043, 0.094, 0.109, 0.099, 0.079, 0.077, 0.103, 0.066, 0.100, 0.096, 0.129, 0.147, 0.130, 0.147, 0.101, 0.109, 0.095, 0.066, 0.097, 0.103, 0.066, 0.104, 0.100], "fmax_ha_per_bohr": 0.083, "lumo_ha": -0.156, "gap_ev": 6.09, "homo_ev": -10.33, "energy_ev": -34022.408, "total_charge": 1}

---

4.
{"formula": "C35H48N4OPPtS2Se", "method": "wB97M-V/def2-TZVPD", "symbols": ["Pt", "C", "C", "C", "C", "C", "C", "C", "P", "C", "C", "C", "C", "C", "C", "C", "C", "C", "C", "C", "C", "C", "C", "H", "H", "H", "H", "H", "H", "H", "H", "H", "H", "H", "H", "H", "H", "H", "H", "H", "H", "H", "H", "C", "N", "C", "C", "S", "N", "C", "C", "H", "H", "H", "H", "H", "H", "H", "H", "H", "H", "H", "H", "C", "N", "C", "C", "N", "C", "C", "Se", "H", "H", "H", "H", "H", "H", "H", "H", "O", "S", "C", "C", "C", "C", "H", "H", "H", "H", "H", "H", "H", "H"], "xyz": [[0.180, 0.613, 0.029], [-2.958, -2.563, 3.326], [-2.733, -2.828, 1.858], [-3.424, -3.896, 1.287], [-3.302, -4.218, -0.055], [-2.465, -3.472, -0.870], [-1.768, -2.408, -0.325], [-1.894, -2.072, 1.023], [-0.862, -0.682, 1.574], [-1.812, 0.339, 2.756], [-1.133, 0.762, 3.901], [-1.730, 1.614, 4.814], [-3.023, 2.058, 4.586], [-3.699, 1.644, 3.451], [-3.120, 0.786, 2.519], [-3.955, 0.356, 1.342], [0.504, -1.409, 2.505], [0.457, -2.558, 3.289], [1.612, -3.022, 3.895], [2.808, -2.337, 3.713], [2.852, -1.205, 2.917], [1.700, -0.735, 2.295], [1.713, 0.474, 1.399], [-3.142, -3.504, 3.846], [-3.836, -1.931, 3.476], [-2.125, -2.065, 3.814], [-4.070, -4.492, 1.920], [-3.856, -5.054, -0.460], [-2.359, -3.715, -1.919], [-1.112, -1.809, -0.945], [-0.126, 0.408, 4.085], [-1.189, 1.923, 5.699], [-3.506, 2.723, 5.290], [-4.712, 1.990, 3.277], [-4.655, 1.145, 1.070], [-4.539, -0.535, 1.584], [-3.365, 0.119, 0.463], [-0.464, -3.114, 3.403], [1.584, -3.922, 4.493], [3.714, -2.703, 4.179], [3.793, -0.693, 2.751], [2.681, 0.513, 0.893], [1.634, 1.380, 2.019], [-0.422, 0.328, -4.115], [-0.759, 1.711, -3.814], [-0.013, 2.689, -4.598], [-1.511, 2.051, -2.750], [-1.790, 1.002, -1.425], [-2.127, 3.246, -2.768], [-2.633, 3.855, -1.544], [-2.641, 3.846, -3.996], [-0.542, 0.165, -5.187], [-1.080, -0.340, -3.568], [0.614, 0.120, -3.841], [1.017, 2.340, -4.677], [-0.004, 3.648, -4.088], [-0.419, 2.809, -5.603], [-2.000, 3.584, -0.705], [-3.654, 3.531, -1.333], [-2.622, 4.937, -1.678], [-2.604, 3.129, -4.810], [-2.090, 4.745, -4.279], [-3.683, 4.120, -3.828], [1.608, 3.927, 1.294], [2.835, 3.372, 0.740], [4.090, 3.565, 1.275], [4.962, 2.903, 0.487], [4.226, 2.310, -0.516], [4.777, 1.494, -1.591], [2.927, 2.614, -0.365], [1.514, 2.070, -1.479], [1.596, 3.757, 2.368], [0.764, 3.417, 0.837], [1.557, 4.994, 1.086], [4.245, 4.135, 2.174], [6.028, 2.783, 0.560], [5.777, 1.182, -1.302], [4.822, 2.068, -2.514], [4.149, 0.617, -1.734], [2.064, -2.422, -0.038], [2.764, -2.292, -1.347], [3.240, -3.999, -1.822], [2.342, -4.460, -2.970], [1.035, -3.680, -2.835], [1.477, -2.241, -2.623], [3.042, -4.549, -0.900], [4.306, -4.043, -2.040], [2.190, -5.539, -2.938], [2.808, -4.225, -3.930], [0.475, -4.022, -1.961], [0.397, -3.787, -3.712], [0.722, -1.553, -2.239], [1.927, -1.818, -3.526]], "lowdin_charge": [0.434, -0.044, -0.258, -0.039, -0.063, -0.074, -0.113, -0.293, 0.961, -0.293, -0.083, -0.076, -0.071, -0.044, -0.264, -0.052, -0.328, -0.056, -0.068, -0.065, -0.042, -0.342, -0.317, 0.090, 0.089, 0.055, 0.117, 0.109, 0.104, 0.042, 0.104, 0.106, 0.107, 0.115, 0.085, 0.088, -0.003, 0.093, 0.106, 0.106, 0.114, 0.040, 0.050, -0.075, -0.213, -0.072, -0.746, 0.647, -0.194, -0.071, -0.035, 0.103, 0.059, 0.060, 0.083, 0.085, 0.097, 0.064, 0.096, 0.096, 0.093, 0.097, 0.099, -0.021, -0.115, -0.018, -0.019, -0.111, -0.011, -0.648, 0.723, 0.101, 0.039, 0.104, 0.134, 0.131, 0.099, 0.101, 0.056, -0.519, 0.910, -0.299, -0.227, -0.233, -0.345, 0.094, 0.084, 0.116, 0.112, 0.109, 0.116, 0.044, 0.093], "fmax_ha_per_bohr": 0.008, "lumo_ha": -0.068, "gap_ev": 8.46, "homo_ev": -10.31, "energy_ev": -144631.405, "e_above_lowest_ev": 0.134, "total_charge": 1}

---

5.
{"formula": "C6H10", "method": "wB97M-V/def2-TZVPD", "symbols": ["C", "C", "C", "C", "C", "C", "H", "H", "H", "H", "H", "H", "H", "H", "H", "H"], "xyz": [[-1.054, 1.746, -0.172], [-0.721, 0.476, -0.397], [-0.997, -0.641, 0.590], [0.465, -0.519, 1.080], [1.244, -0.904, -0.190], [0.483, 0.000, -1.207], [-1.843, 2.005, 0.531], [-0.497, 2.562, -0.624], [-1.732, -0.414, 1.366], [-1.261, -1.595, 0.106], [0.455, 0.624, 1.107], [0.750, -0.975, 2.031], [2.315, -0.687, -0.132], [1.157, -1.972, -0.456], [0.127, -0.537, -2.091], [1.110, 0.831, -1.540]], "lowdin_charge": [0.021, -0.368, -0.141, -0.198, -0.181, -0.146, 0.064, 0.062, 0.110, 0.116, 0.125, 0.107, 0.100, 0.107, 0.110, 0.109], "fmax_ha_per_bohr": 0.047, "lumo_ha": 0.044, "gap_ev": 10.28, "homo_ev": -9.08, "energy_ev": -6382.583, "e_above_lowest_ev": 1.276, "smiles": "C=C1CCCC1", "total_charge": 0}

---

6.
{"formula": "C14H17Br2Cl16IN", "method": "wB97M-V/def2-TZVPD", "symbols": ["C", "C", "Br", "C", "Br", "C", "N", "C", "C", "C", "C", "C", "I", "C", "H", "H", "H", "H", "H", "H", "H", "H", "H", "H", "H", "H", "H", "H", "H", "H", "H", "C", "Cl", "Cl", "Cl", "Cl", "C", "Cl", "Cl", "Cl", "Cl", "C", "Cl", "Cl", "Cl", "Cl", "C", "Cl", "Cl", "Cl", "Cl"], "xyz": [[3.688, -0.122, -0.603], [2.736, -1.004, 0.215], [3.106, -0.874, 2.120], [2.711, -2.488, -0.301], [3.686, -3.814, 0.712], [1.321, -2.919, -0.375], [0.785, -3.449, -1.400], [-0.649, -3.738, -1.281], [-1.001, -3.358, 0.156], [-2.154, -2.371, 0.449], [-2.707, -1.555, -0.737], [-2.791, -0.079, -0.372], [-4.242, 0.306, 1.135], [0.342, -2.797, 0.713], [4.042, -0.653, -1.478], [4.514, 0.169, 0.029], [3.183, 0.783, -0.903], [1.736, -0.625, 0.077], [3.155, -2.468, -1.284], [1.322, -3.639, -2.242], [-1.117, -3.218, -2.113], [-0.838, -4.780, -1.500], [-1.187, -4.284, 0.680], [-1.799, -1.668, 1.190], [-2.969, -2.905, 0.911], [-3.716, -1.888, -0.940], [-2.099, -1.600, -1.634], [-1.819, 0.283, -0.056], [-3.053, 0.488, -1.251], [0.353, -1.810, 1.157], [0.692, -3.470, 1.498], [-1.722, 3.618, -1.361], [-1.383, 5.250, -1.938], [-2.151, 2.595, -2.742], [-0.275, 2.961, -0.572], [-3.050, 3.661, -0.202], [-0.008, -0.559, 5.059], [0.800, 0.959, 5.441], [-1.354, -0.814, 6.165], [-0.633, -0.487, 3.397], [1.143, -1.895, 5.213], [-4.800, 7.357, 1.582], [-3.620, 6.764, 0.407], [-3.957, 7.940, 3.020], [-5.735, 8.673, 0.870], [-5.886, 6.035, 2.030], [5.482, 1.500, -3.789], [3.770, 1.883, -3.540], [6.172, 2.633, -4.946], [6.348, 1.621, -2.252], [5.626, -0.149, -4.414]], "lowdin_charge": [-0.141, -0.721, 0.732, -0.664, 0.811, -0.292, 0.175, -0.059, -0.201, -0.167, -0.291, -0.689, 0.828, -0.065, 0.058, 0.054, 0.054, 0.075, 0.089, 0.196, 0.122, 0.138, 0.143, 0.035, 0.113, 0.101, 0.094, 0.026, -0.008, 0.071, 0.145, -2.027, 0.544, 0.543, 0.510, 0.493, -2.043, 0.546, 0.554, 0.513, 0.513, -2.054, 0.477, 0.530, 0.535, 0.519, -2.052, 0.524, 0.555, 0.542, 0.517], "fmax_ha_per_bohr": 0.023, "lumo_ha": -0.149, "gap_ev": 7.64, "homo_ev": -11.70, "energy_ev": -364820.455, "total_charge": 1}

---

Please write out number 1 again, unchanged.
{"formula": "C3H3Cl3S2", "method": "wB97M-V/def2-TZVPD", "symbols": ["C", "C", "C", "S", "S", "Cl", "Cl", "Cl", "H", "H", "H"], "xyz": [[1.189, -0.810, -0.066], [-0.162, 0.727, -0.598], [-1.479, 0.384, 0.126], [1.180, -2.243, -0.792], [2.226, -0.243, 1.107], [-2.675, 1.795, -0.125], [-2.223, -0.902, -0.809], [-1.350, 0.145, 1.779], [0.481, 1.554, -0.345], [-0.275, 0.733, -1.780], [3.088, -1.138, 1.504]], "lowdin_charge": [-1.221, -0.226, -1.686, 0.609, 0.748, 0.474, 0.587, 0.671, 0.051, 0.124, -0.131], "fmax_ha_per_bohr": 0.068, "lumo_ha": -0.014, "gap_ev": 8.27, "homo_ev": -8.66, "energy_ev": -62394.393, "e_above_lowest_ev": 2.416, "total_charge": 0}